(1)
Here is C23H19FN2O4 in the gas phase from the OMol25 dataset. Energies are from ωB97M-V/def2-TZVPD.

Summary:
- HOMO-LUMO gap (eV) = 8.36
- HOMO (eV) = -7.99
- electronic energy (Eh) = -1398.2357
- charge = 0
- structure (SMILES) = COc1ccc(-n2c(=O)c3ccccc3n(Cc3ccccc3F)c2=O)cc1OC
- relative energy (zero: lowest compared OMol25 entry of this formula, charge and spin) (eV) = 0.8183
- E_LUMO (eV) = 0.37

The geometry in XYZ format:
```
49
Properties=species:S:1:pos:R:3:mulliken_charge:R:1
C 1.17 -2.55 0.17 -1.68
H 0.09 -3.80 -1.76 0.35
O -0.24 4.12 2.90 -0.46
C 0.79 -0.18 -0.02 0.88
H -0.56 1.72 1.66 0.42
H -1.19 -4.09 -3.80 0.43
C 0.87 4.72 0.91 1.08
C -1.43 -0.75 -3.56 -0.65
C -0.13 -1.65 -1.72 0.64
H 1.68 7.80 1.50 0.23
C -0.76 -5.58 1.45 -0.72
H -1.83 2.85 3.28 0.34
C 0.11 -3.39 0.84 0.57
O 1.02 5.92 1.53 -0.43
O 1.42 -0.02 1.00 -0.62
N 0.59 -1.43 -0.56 0.02
H -2.58 -5.58 2.58 0.38
C 0.46 2.19 -0.16 -0.99
F 1.22 -5.38 0.20 -0.36
H 1.51 2.90 -1.87 0.42
O -1.00 1.79 -2.39 -0.64
H -2.76 -3.12 2.62 0.40
H -0.65 -6.65 1.42 0.45
C -1.83 -4.97 2.09 -0.33
H -1.84 0.13 -4.04 0.49
H -1.07 3.68 4.65 0.23
C 1.69 6.94 0.84 -0.94
C -1.61 -2.01 -4.07 -0.63
C -0.03 2.48 1.11 -0.15
H -2.18 -2.16 -4.97 0.41
H 2.73 6.67 0.61 0.37
C -0.52 0.80 -1.87 0.96
H 1.79 -3.15 -0.50 0.49
C -0.88 3.17 3.71 -0.91
C 1.14 3.14 -0.89 -0.79
C -0.33 -2.93 -2.25 -0.72
C -1.06 -3.10 -3.41 -0.73
C -0.97 -2.81 1.49 -0.05
C 0.19 -4.78 0.84 0.43
H 1.81 -2.11 0.94 0.45
N 0.23 0.88 -0.71 0.29
H -0.24 2.30 3.89 0.37
C -0.69 -0.56 -2.39 0.35
H 1.87 5.13 -0.93 0.37
C 1.34 4.40 -0.35 -0.74
H -1.04 -1.73 1.52 0.42
H 1.18 7.20 -0.10 0.37
C 0.18 3.73 1.66 0.79
C -1.93 -3.59 2.11 -0.87
```



(2)
Here is a molecular structure, C3H4O4Rb from the OMol25 dataset. Energies are from ωB97M-V/def2-TZVPD.

Summary:
- HOMO-LUMO gap (eV) = 8.44
- HOMO (eV) = -13.00
- electronic energy (Eh) = -441.4922
- charge = +1
- relative energy (zero: lowest compared OMol25 entry of this formula, charge and spin) (eV) = 2.1570
- E_LUMO (eV) = -4.56

The geometry in XYZ format:
```
12
Properties=species:S:1:pos:R:3:mulliken_charge:R:1
O -0.74 3.01 1.43 -0.41
C 2.05 -2.22 -0.65 0.05
Rb -0.54 0.41 -2.31 0.97
H 0.69 -3.80 0.32 0.35
O -0.31 -2.32 -0.64 -0.39
C 0.70 -2.87 -0.27 0.06
C -1.47 2.53 0.46 0.03
H 0.19 2.79 1.30 0.36
H -2.85 3.48 1.38 0.34
H 2.98 -2.67 -0.28 0.35
O 2.02 -1.24 -1.34 -0.40
O -2.71 2.90 0.60 -0.33
```



(3)
Here is C3H6N4S in the gas phase from the OMol25 dataset. Energies are from ωB97M-V/def2-TZVPD.

Summary:
- HOMO-LUMO gap (eV) = 9.04
- HOMO (eV) = -9.13
- electronic energy (Eh) = -735.1116
- charge = 0
- structure (SMILES) = [H]/N=C\N(C=S)/C(N)=N/[H]
- relative energy (zero: lowest compared OMol25 entry of this formula, charge and spin) (eV) = 0.9313
- E_LUMO (eV) = -0.09

The geometry in XYZ format:
```
14
Properties=species:S:1:pos:R:3:mulliken_charge:R:1
N 0.55 -0.29 1.78 -0.40
C -1.72 -0.45 -0.10 0.00
C 0.70 -0.31 0.42 0.49
S -2.20 -1.62 0.94 -0.34
H 2.51 -0.70 0.33 0.18
N -0.49 0.09 -0.30 0.07
C -0.37 1.09 -1.35 0.07
N 0.65 1.52 -1.92 -0.62
N 1.76 -0.49 -0.26 -0.70
H 1.28 -0.78 2.27 0.23
H -0.35 -0.53 2.13 0.19
H -2.44 -0.04 -0.78 0.21
H 1.51 1.04 -1.58 0.35
H -1.38 1.47 -1.60 0.27
```



It is found that the largest force on an atom values, taken in the order of the records, are 0.7, 1.2, 1.7 eV/A.